Below is 7 unconnected molecules or ions with the total composition C7H29NO6 at a distorted geometry, with properties calculated with ωB97M-V with the def2-TZVPD basis set.

Results
Highest occupied orbital energy = -8.378 eV
Multiplicity = 1
LUMO level = 0.24 eV
Frontier orbital gap = 8.6 eV
Energy relative to the best compared isomer or geometry (same formula, charge and spin) = 397.98 kJ/mol

Last column: natural (NBO) charge in e.
CARTESIAN COORDINATES (ANGSTROEM)
C 2.236 -1.871 1.959  -0.613
C 0.873 -2.337 1.475  -0.417
C -0.030 -1.102 1.362  -0.435
C -0.385 -0.663 -0.027  -0.028
C 0.819 -0.622 -1.008  -0.634
N -0.940 0.712 -0.132  -0.735
C -1.087 1.132 -1.567  -0.230
C -2.251 2.119 -1.773  -0.646
H 2.494 -0.772 1.903  0.205
H 2.380 -2.208 3.012  0.207
H 3.049 -2.410 1.399  0.205
H 0.514 -3.013 2.196  0.206
H 1.116 -2.861 0.518  0.208
H 0.551 -0.202 1.708  0.250
H -0.962 -1.425 1.746  0.190
H -1.245 -1.352 -0.544  0.196
H 0.655 -0.949 -2.019  0.199
H 1.600 -1.382 -0.646  0.194
H 1.345 0.335 -0.706  0.219
H -0.419 1.415 0.639  0.400
H -1.089 0.247 -2.420  0.217
H -0.222 1.677 -1.875  0.177
H -1.851 3.117 -1.750  0.200
H -2.842 1.722 -2.641  0.229
H -3.078 2.032 -0.994  0.221
O 1.469 -2.643 -2.993  -0.937
H 2.065 -3.274 -2.640  0.469
H 1.538 -1.844 -2.564  0.465
O 1.687 3.132 -0.632  -0.932
H 2.066 3.280 -1.532  0.465
H 0.720 3.323 -0.827  0.484
O -3.283 -1.494 1.083  -0.927
H -3.478 -2.263 1.754  0.484
H -2.531 -1.132 1.365  0.456
O -3.016 1.051 1.783  -0.981
H -2.357 1.551 1.215  0.485
H -3.167 0.294 1.208  0.481
O 2.487 1.319 -2.376  -0.942
H 3.042 1.920 -2.856  0.455
H 2.494 1.765 -1.496  0.477
O -0.169 1.310 2.898  -0.986
H 0.408 1.150 3.597  0.475
H -1.211 1.215 3.196  0.521